{
  "formula": "C10H22N2O3",
  "method": "ωB97M-V/def2-TZVPD",
  "species": ["C", "C", "O", "C", "C", "N", "C", "C", "O", "C", "C", "O", "C", "C", "N", "H", "H", "H", "H", "H", "H", "H", "H", "H", "H", "H", "H", "H", "H", "H", "H", "H", "H", "H", "H", "H", "H"],
  "coordinates": [[0.2368, 1.9484, -1.7845], [-1.2802, 2.0953, -2.0018], [-2.0795, 1.0509, -1.4952], [-2.3715, 1.0923, -0.1129], [-1.6607, -0.0104, 0.6787], [-2.0291, 0.0980, 2.0831], [-1.4666, -0.9180, 2.9446], [0.0643, -0.8771, 3.0999], [0.6487, -1.4791, 1.9687], [1.9709, -1.0993, 1.6947], [2.2771, -1.4944, 0.2548], [1.5368, -0.6615, -0.6006], [1.5662, -1.0721, -1.9492], [0.5590, -0.2642, -2.7787], [0.8247, 1.1587, -2.8545], [0.4319, 1.5276, -0.7892], [0.6817, 2.9456, -1.8346], [-1.6137, 3.0536, -1.5780], [-1.4670, 2.1029, -3.0789], [-2.1082, 2.0732, 0.3048], [-3.4546, 0.9580, -0.0044], [-1.9999, -0.9849, 0.3197], [-0.5791, 0.0477, 0.5026], [-1.7687, 1.0181, 2.4301], [-1.7402, -1.8944, 2.5403], [-1.9227, -0.8024, 3.9317], [0.3704, -1.4103, 4.0140], [0.3960, 0.1695, 3.1923], [2.6767, -1.5972, 2.3785], [2.0911, -0.0106, 1.8008], [3.3566, -1.3931, 0.0577], [1.9879, -2.5444, 0.1058], [2.5840, -0.9353, -2.3552], [1.3151, -2.1415, -2.0211], [0.5820, -0.6674, -3.7975], [-0.4433, -0.3990, -2.3714], [1.8268, 1.3169, -2.8950]],
  "forces_ev_per_angstrom": [[-0.4500, 0.0101, -0.0576], [0.2688, 0.3378, -0.0050], [0.0091, -0.2864, 0.0807], [-0.1608, -0.2535, 0.2381], [0.0605, 0.3265, -0.2797], [-0.0998, 0.3320, -0.1069], [0.4765, 0.1142, 0.1564], [-0.3515, -0.0943, 0.1752], [-0.1166, -0.0518, -0.1400], [0.2428, -0.0757, -0.3492], [0.0723, 0.0260, 0.4096], [-0.1478, 0.1266, 0.0034], [-0.1990, 0.0651, -0.2946], [0.3699, -0.3561, 0.1140], [0.4153, 0.1417, 0.0075], [-0.0186, 0.1388, -0.0024], [-0.0376, -0.0272, 0.0470], [-0.0288, -0.0705, -0.0245], [0.0611, 0.1276, 0.0814], [-0.0091, 0.0021, -0.0100], [0.1211, 0.0822, 0.0614], [0.0625, -0.0175, -0.0699], [-0.1506, -0.0550, -0.0545], [-0.0655, -0.1081, -0.0131], [-0.0269, -0.0662, 0.1209], [0.0460, -0.1300, 0.0005], [-0.0096, 0.0664, -0.0557], [-0.0301, -0.0713, -0.0073], [-0.0429, 0.0688, -0.0809], [0.0060, -0.0863, 0.0006], [-0.1000, -0.0396, 0.0450], [0.0640, 0.0478, 0.0121], [-0.0951, -0.0412, -0.0003], [0.0382, 0.0591, -0.0129], [-0.0777, -0.1386, 0.1094], [0.0151, -0.1223, -0.0778], [-0.1113, 0.0187, -0.0207]],
  "lumo_ev": 0.939,
  "e_above_lowest_kcal_mol": 32.8,
  "homo_lumo_gap_ev": 9.456
}

{
  "formula": "C19H23N5O4S2",
  "method": "ωB97M-V/def2-TZVPD",
  "species": ["C", "C", "O", "C", "O", "C", "C", "S", "C", "C", "C", "C", "N", "N", "C", "C", "C", "N", "S", "O", "O", "C", "C", "C", "C", "C", "C", "C", "N", "N", "H", "H", "H", "H", "H", "H", "H", "H", "H", "H", "H", "H", "H", "H", "H", "H", "H", "H", "H", "H", "H", "H", "H"],
  "coordinates": [[3.7972, -1.1472, -1.6327], [3.2032, -2.5100, -1.9518], [1.9580, -2.6920, -1.2704], [0.8609, -2.8036, -2.0023], [0.8191, -2.8491, -3.2024], [-0.3964, -2.9634, -1.1569], [-1.1585, -4.2188, -1.5578], [-0.0144, -2.9826, 0.6256], [-0.7615, -1.5229, 1.2030], [-0.5815, -1.2225, 2.5904], [-1.0870, -0.0701, 3.0965], [-1.7623, 0.7885, 2.2036], [-2.3147, 1.9724, 2.3433], [-2.8128, 2.3269, 1.1637], [-2.5882, 1.3816, 0.2807], [-3.0442, 1.4051, -1.1309], [-1.9490, 1.0002, -2.1272], [-0.7946, 1.8643, -2.0419], [0.6680, 1.2083, -1.5873], [1.6872, 1.8672, -2.3519], [0.5957, -0.2273, -1.6426], [0.8315, 1.6964, 0.1162], [1.4988, 0.8598, 0.9867], [1.6432, 1.2371, 2.3120], [1.1173, 2.4408, 2.7658], [1.2257, 2.8435, 4.2024], [0.4605, 3.2744, 1.8635], [0.3226, 2.9099, 0.5377], [-1.9136, 0.3678, 0.8872], [-1.4408, -0.7708, 0.3827], [4.7336, -1.0281, -2.1706], [3.1113, -0.3596, -1.9359], [3.9896, -1.0583, -0.5660], [3.8599, -3.3150, -1.6059], [3.0257, -2.6131, -3.0266], [-1.0041, -2.0699, -1.3075], [-0.5864, -5.1097, -1.3061], [-2.1169, -4.2614, -1.0461], [-1.3243, -4.2031, -2.6326], [-0.0423, -1.9329, 3.1948], [-0.9920, 0.2155, 4.1304], [-3.3975, 2.4158, -1.3373], [-3.8829, 0.7129, -1.2492], [-1.6004, -0.0095, -1.9009], [-2.3660, 1.0036, -3.1377], [-0.6860, 2.5440, -2.7741], [1.8794, -0.0808, 0.6199], [2.1611, 0.5841, 2.9993], [1.7503, 2.0904, 4.7841], [0.2296, 2.9849, 4.6188], [1.7589, 3.7885, 4.2914], [0.0404, 4.2058, 2.2098], [-0.1942, 3.5422, -0.1656]],
  "forces_ev_per_angstrom": [[-0.3700, -0.2897, 0.0401], [0.4364, 0.0845, -0.4553], [0.3486, 0.0493, 0.2363], [-0.3822, -0.2822, -0.0774], [-0.0266, 0.0413, -0.1061], [0.0970, 0.1653, 0.2926], [0.0109, 0.0703, -0.0470], [-0.0762, -0.3214, 0.0507], [-0.5059, 0.4637, -0.4543], [-0.2328, 0.3141, 0.3212], [0.1119, -0.4936, -0.1762], [-0.1934, 0.0275, -0.5539], [0.3037, -0.2338, 1.1110], [-0.3981, 0.3514, -0.7233], [-0.0551, -0.0829, -0.2547], [0.1830, -0.2469, -0.1975], [-0.5393, -0.3436, 0.2377], [0.9104, -0.2366, 0.1323], [-0.1029, 0.3332, -0.1214], [-0.1267, 0.2585, -0.0037], [-0.1071, 0.4297, 0.1542], [-0.0909, -0.2179, -0.4289], [0.0915, -0.1397, -0.0800], [0.0603, 0.2128, -0.1273], [0.1156, -0.0350, -0.1149], [-0.0224, 0.0069, -0.0176], [0.1446, -0.1111, -0.1599], [-0.0135, 0.2385, 0.0904], [-0.0932, 0.6672, 1.2307], [0.1795, -0.7360, -0.2958], [0.1158, 0.0241, -0.0360], [0.0844, 0.0331, -0.0474], [0.0643, 0.0541, 0.1072], [-0.1242, 0.0877, -0.0906], [0.1001, -0.0547, 0.2029], [0.1021, -0.1363, -0.0974], [-0.0083, -0.1111, -0.0042], [-0.0246, -0.0089, 0.0391], [-0.0019, -0.0297, -0.0491], [0.0773, -0.0343, 0.1585], [0.0535, 0.0166, 0.1377], [-0.0504, -0.0484, 0.0444], [-0.0617, 0.0486, -0.0483], [-0.2674, 0.0675, -0.1843], [0.1424, 0.0071, 0.0533], [0.2187, 0.1303, -0.1245], [0.0722, -0.1953, 0.0258], [0.0397, -0.0701, 0.0801], [0.0396, -0.0247, 0.0918], [-0.0690, 0.0237, 0.1148], [0.0361, 0.0563, 0.0824], [-0.0850, 0.1074, 0.0300], [-0.1109, 0.1132, 0.0120]],
  "lumo_ev": -0.111,
  "e_above_lowest_kcal_mol": 1.5,
  "homo_lumo_gap_ev": 8.652
}

{
  "formula": "C9H9BrClNO2",
  "method": "ωB97M-V/def2-TZVPD",
  "species": ["C", "C", "Br", "N", "O", "O", "C", "C", "C", "C", "C", "C", "C", "Cl", "H", "H", "H", "H", "H", "H", "H", "H", "H"],
  "coordinates": [[1.7834, 0.8342, 1.9203], [2.3664, 0.7754, 0.6348], [4.2457, 0.5248, 0.3763], [1.7073, 0.8421, -0.5053], [2.1125, 0.9680, -1.6829], [0.3495, 1.1466, -0.3064], [-0.4630, 0.3175, -1.1773], [-1.7760, 1.0730, -1.1906], [-2.8322, 0.6651, -0.4643], [-2.7008, -0.5323, 0.3063], [-1.6133, -1.3499, 0.2837], [-0.4989, -1.0866, -0.6633], [0.6332, -1.8336, -0.6809], [0.7433, -3.2796, 0.3255], [0.7743, 0.5103, 1.9990], [1.9427, 1.7806, 2.2845], [2.2078, 0.0345, 2.4620], [-0.0578, 0.3179, -2.2607], [-1.7054, 1.9184, -1.8451], [-3.7363, 1.1910, -0.4019], [-3.5445, -0.6355, 0.9822], [-1.4641, -2.3180, 0.8471], [1.5265, -1.8641, -1.2430]],
  "forces_ev_per_angstrom": [[-0.7094, -2.0905, 0.5951], [0.8138, -0.8145, -4.4132], [-0.8266, 0.2177, 0.3362], [0.8534, 1.6628, 0.4583], [0.0816, -0.8337, 0.6993], [-0.1041, -0.3949, -0.2611], [-0.1943, 0.1797, -2.4379], [0.0238, -0.7542, 0.1131], [2.4434, 0.1694, -1.2722], [0.4734, -1.0268, 1.1716], [-0.0057, -1.0430, -0.3360], [0.6282, 0.1879, 1.5888], [-1.8962, -1.0306, 0.8663], [-0.0305, 0.0789, -0.0829], [-1.2128, 0.4402, -0.6336], [0.2613, 2.0868, 1.6161], [1.2499, -0.3848, 1.3624], [-0.2544, 0.2954, 1.8352], [-0.5048, 0.5479, 0.0285], [-1.0787, 0.7435, -0.1583], [0.2848, -0.7971, 0.1651], [-0.7980, 1.5011, -0.3738], [0.5018, 1.0588, -0.8671]],
  "lumo_ev": -0.417,
  "e_above_lowest_kcal_mol": 43.9,
  "homo_lumo_gap_ev": 8.155
}

| no. | electronic energy (Eh) | HOMO (eV) |
| --- | --- | --- |
| 1 | -729.3933 | -8.516 |
| 2 | -2108.9167 | -8.763 |
| 3 | -3587.5847 | -8.572 |